Molecular formula: C32H37ClGaN2Si2
Method: DFT, ωB97M-V with the def2-TZVPD basis set

Last column: Mulliken charge in e.
CARTESIAN COORDINATES (ANGSTROEM)
C  -1.487  -0.871  5.628  -0.31
C  -2.346  -0.297  4.644  -1.53
C  -2.120  -0.927  3.411  -0.61
H  -3.136  0.430  4.865  0.49
C  -1.021  -1.880  3.586  0.41
C  -0.712  -1.872  5.013  -1.21
H  -0.095  -2.616  5.521  0.65
H  -1.503  -0.641  6.697  0.58
H  -2.718  -0.857  2.498  0.64
H  -0.778  -2.690  2.886  0.82
Ga  0.437  -0.321  3.132  0.63
Si  -0.402  -0.062  -3.259  0.59
C  0.160  1.483  -4.133  0.18
C  1.487  1.702  -4.543  -0.11
H  2.245  0.933  -4.357  0.37
C  1.830  2.891  -5.195  -0.62
H  2.868  3.062  -5.489  0.39
C  0.848  3.851  -5.465  -0.48
H  1.118  4.775  -5.985  0.39
C  -0.474  3.619  -5.066  -0.59
H  -1.245  4.355  -5.277  0.39
C  -0.818  2.450  -4.385  -0.33
H  -1.848  2.273  -4.062  0.33
C  0.319  -1.525  -4.141  0.65
C  -0.081  -1.765  -5.467  -0.53
H  -0.817  -1.107  -5.935  0.33
C  0.459  -2.847  -6.170  -0.60
H  0.167  -3.008  -7.206  0.39
C  1.368  -3.716  -5.548  -0.49
H  1.762  -4.578  -6.086  0.37
C  1.769  -3.471  -4.231  -0.70
H  2.478  -4.134  -3.732  0.39
C  1.269  -2.365  -3.542  0.01
H  1.610  -2.158  -2.522  0.06
H  -1.882  -0.170  -3.314  -0.26
Si  0.535  0.116  -1.104  -0.88
C  -0.201  -1.483  -0.471  1.51
C  -1.577  -1.685  -0.713  -0.71
H  -2.224  -0.874  -1.052  0.51
C  -2.139  -2.962  -0.602  -1.07
H  -3.180  -3.130  -0.893  0.47
C  -1.363  -4.021  -0.122  -0.51
H  -1.800  -5.019  -0.013  0.40
C  -0.015  -3.812  0.209  -0.91
H  0.589  -4.631  0.611  0.45
C  0.566  -2.552  0.015  -0.25
H  1.622  -2.397  0.240  0.38
C  -0.376  1.594  -0.424  1.40
C  -1.580  1.492  0.296  0.13
H  -1.840  0.546  0.773  0.12
C  -2.478  2.562  0.337  -0.77
H  -3.450  2.434  0.821  0.43
C  -2.143  3.777  -0.266  -0.64
H  -2.848  4.604  -0.256  0.42
C  -0.875  3.932  -0.841  -0.53
H  -0.592  4.884  -1.289  0.43
C  0.029  2.865  -0.876  -0.91
H  1.026  2.990  -1.308  0.39
H  1.972  0.293  -0.871  -0.19
Cl  2.030  0.134  1.696  -0.44
N  1.914  -0.931  4.487  -0.40
C  2.237  -0.054  5.677  -0.64
C  1.422  1.219  5.760  -0.41
C  1.285  2.062  4.494  -0.79
N  0.075  1.621  3.705  -0.23
H  2.729  -0.987  3.868  0.41
H  1.773  -1.902  4.792  0.30
H  2.056  -0.665  6.569  0.32
H  3.310  0.169  5.630  0.40
H  0.432  0.988  6.182  0.12
H  1.914  1.857  6.511  0.44
H  1.145  3.120  4.748  0.51
H  2.152  1.983  3.827  0.38
H  -0.049  2.158  2.838  0.28
H  -0.792  1.760  4.237  0.38

Force components x, y, z for each atom (eV/Å):
0.508 -1.185 -0.452
-0.438 -0.325 -0.748
-0.269 0.600 0.612
0.422 -0.280 -0.242
0.956 0.693 -0.197
-0.941 0.617 0.466
-0.055 0.415 -0.172
0.055 -0.088 -0.476
0.375 0.206 0.366
-0.339 0.244 0.345
-0.599 -0.758 0.600
1.092 0.290 -0.165
-0.334 0.094 -0.267
-0.316 0.263 -0.020
-0.208 0.275 -0.087
-0.053 -0.159 0.150
-0.331 -0.023 0.022
-0.125 -0.205 0.152
-0.148 -0.355 0.188
0.124 0.148 0.049
0.135 -0.024 -0.019
0.470 0.265 -0.317
0.289 0.154 -0.162
0.118 -0.332 -0.160
0.417 -0.541 0.230
0.225 -0.191 0.012
0.022 0.067 0.193
0.046 -0.064 0.194
-0.196 0.395 0.221
-0.094 0.237 0.098
0.017 0.040 -0.107
-0.161 0.145 -0.220
-0.178 -0.072 -0.294
-0.111 -0.174 -0.363
0.047 0.216 0.222
-0.971 -0.175 -0.174
-0.115 -0.198 0.647
0.021 -0.729 -0.082
0.321 -0.174 -0.021
0.197 0.111 0.288
0.341 0.078 0.207
0.287 -0.030 0.023
0.163 0.384 -0.059
-0.208 0.115 -0.002
-0.232 0.218 -0.217
-0.485 -0.216 0.068
-0.192 -0.101 -0.119
0.148 0.526 0.623
-0.031 0.190 -0.404
-0.101 0.136 -0.273
0.124 0.061 0.195
0.301 0.107 -0.082
0.309 -0.237 0.046
0.125 -0.146 -0.072
0.136 -0.020 0.187
-0.061 -0.150 0.170
-0.681 -0.064 -0.124
-0.401 0.026 -0.105
0.185 -0.161 -0.525
-0.215 -0.040 0.249
0.639 -0.104 -0.097
0.342 -0.666 -0.195
-0.063 0.515 0.587
-0.487 0.291 -0.238
0.134 -0.501 -0.111
-0.147 0.222 0.231
-0.192 0.620 -0.072
0.115 0.292 -0.112
-0.273 -0.006 0.069
0.147 0.148 -0.264
-0.132 -0.249 -0.156
0.123 -0.266 -0.006
-0.165 0.000 0.174
0.233 -0.106 0.150
0.339 -0.291 -0.055

charge = +1
energy above the lowest of the compared OMol25 structures with the same formula, charge and spin = 0.0 kcal per mole
electronic energy = -117414.3286 eV

---

Molecular formula: C33H73BNO24
Method: DFT, ωB97M-V with the def2-TZVPD basis set

Last column: Mulliken charge in e.
CARTESIAN COORDINATES (ANGSTROEM)
O  -0.950  2.968  2.106  -0.56
C  -1.174  1.831  1.810  0.26
O  -0.381  1.020  1.168  0.21
B  -1.019  -0.274  0.925  0.38
O  -2.186  -0.262  1.806  -0.38
C  -2.357  0.916  2.374  0.25
O  -3.252  1.226  3.098  -0.64
O  -0.057  -1.370  1.091  -0.41
C  -0.017  -2.155  0.062  0.50
O  0.673  -3.138  -0.053  -0.38
C  -0.921  -1.509  -1.030  -0.17
O  -1.418  -0.409  -0.487  0.35
O  -1.082  -1.826  -2.175  -0.73
C  -3.889  -2.750  3.814  -0.17
N  -5.170  -2.077  3.443  1.03
O  -5.656  -2.395  2.384  -0.56
O  -5.582  -1.218  4.201  -0.60
H  -4.136  -3.784  4.031  0.32
H  -3.493  -2.266  4.703  0.22
H  -3.160  -2.550  3.034  -0.07
C  3.073  -3.540  3.250  -0.88
O  2.998  -2.415  2.412  -0.07
C  3.912  -2.479  1.334  -1.06
C  3.567  -1.495  0.248  0.51
O  3.606  -0.126  0.528  -0.53
C  2.685  0.395  1.487  0.55
H  3.025  -4.493  2.708  0.30
H  2.347  -3.460  4.051  0.21
H  4.097  -3.593  3.648  0.36
H  3.921  -3.477  0.878  0.39
H  4.952  -2.328  1.654  0.46
H  2.574  -1.807  -0.102  -0.50
H  4.275  -1.717  -0.553  0.56
H  2.935  0.174  2.523  0.45
H  1.694  0.008  1.235  -0.22
H  2.673  1.467  1.297  -0.36
C  -4.499  2.660  -2.562  -0.42
O  -5.220  1.685  -1.882  -0.44
C  -4.518  1.206  -0.758  0.25
C  -5.402  0.197  -0.021  -0.27
O  -5.764  -0.908  -0.839  -0.45
C  -4.731  -1.799  -1.134  -0.36
H  -4.286  3.556  -1.967  0.31
H  -4.898  3.017  -3.513  0.30
H  -3.531  2.257  -2.900  -0.04
H  -4.287  2.052  -0.100  0.44
H  -3.605  0.704  -1.093  -0.16
H  -6.352  0.681  0.208  0.33
H  -5.037  -0.252  0.905  0.02
H  -4.982  -2.816  -0.804  0.35
H  -3.770  -1.620  -0.643  -0.12
H  -4.614  -1.872  -2.219  0.28
C  1.065  4.152  0.034  -0.54
O  1.776  4.935  0.999  -0.02
C  3.162  4.755  0.685  -0.40
C  4.029  5.159  1.857  -0.82
O  3.434  6.198  2.582  -0.09
C  4.281  6.695  3.594  -0.94
H  0.021  4.444  -0.056  0.36
H  1.138  3.099  0.314  -0.42
H  1.456  4.206  -0.991  0.55
H  3.298  5.348  -0.225  0.20
H  3.399  3.715  0.430  0.42
H  4.971  5.367  1.315  0.33
H  4.346  4.301  2.460  0.47
H  4.963  5.933  3.991  0.34
H  3.649  7.139  4.359  0.21
H  4.977  7.412  3.134  0.32
C  2.564  -6.595  -1.519  -0.80
O  2.008  -5.852  -2.603  -0.32
C  2.391  -4.491  -2.529  0.08
C  1.458  -3.583  -3.340  -0.01
O  1.384  -3.876  -4.745  -0.45
C  0.468  -4.896  -5.010  -0.67
H  3.646  -6.698  -1.673  0.33
H  2.116  -7.580  -1.624  0.30
H  2.509  -6.199  -0.503  0.22
H  3.393  -4.364  -2.963  0.41
H  2.446  -4.122  -1.502  -0.24
H  1.762  -2.553  -3.162  0.12
H  0.463  -3.704  -2.906  0.25
H  -0.543  -4.451  -5.049  0.24
H  0.381  -5.682  -4.257  0.26
H  0.664  -5.257  -6.021  0.30
C  -1.705  5.958  2.465  -0.85
O  -0.542  6.380  1.808  -0.03
C  -0.805  7.374  0.832  -0.74
C  0.379  7.626  -0.068  -0.52
O  1.598  7.562  0.631  -0.13
C  2.704  8.071  -0.059  -0.93
H  -2.251  6.798  2.921  0.34
H  -1.432  5.279  3.267  0.18
H  -2.386  5.459  1.766  0.30
H  -1.095  8.272  1.397  0.41
H  -1.736  7.155  0.293  0.37
H  0.202  8.626  -0.491  0.50
H  0.427  6.981  -0.953  0.24
H  3.056  7.496  -0.923  0.34
H  3.540  8.032  0.642  0.16
H  2.515  9.122  -0.306  0.41
C  0.005  -1.028  -5.489  -0.28
O  0.461  0.312  -5.431  -0.45
C  -0.189  1.061  -4.403  -0.72
C  0.578  0.770  -3.128  1.50
O  1.930  1.178  -3.193  -0.59
C  2.646  0.794  -2.041  0.30
H  -0.003  -1.499  -4.498  -0.06
H  0.712  -1.595  -6.088  0.31
H  -1.024  -1.291  -5.765  0.32
H  -1.223  0.796  -4.163  0.29
H  -0.172  2.115  -4.673  0.40
H  0.534  -0.275  -2.819  -0.99
H  0.125  1.316  -2.287  -0.09
H  2.443  -0.278  -1.936  -0.36
H  2.436  1.429  -1.182  -0.01
H  3.709  0.810  -2.289  0.39
C  -0.563  -3.310  3.182  -0.33
O  -1.874  -3.858  3.109  -0.29
C  -1.873  -5.246  2.887  -0.69
C  -1.651  -5.548  1.416  0.28
O  -2.340  -6.676  0.965  -0.49
C  -2.173  -6.884  -0.424  -0.55
H  0.052  -3.408  2.287  -0.16
H  -0.004  -3.724  4.030  0.51
H  -0.704  -2.266  3.459  0.20
H  -2.821  -5.601  3.307  0.38
H  -1.193  -5.802  3.548  0.24
H  -0.577  -5.679  1.206  0.26
H  -1.900  -4.653  0.826  -0.08
H  -1.151  -7.143  -0.713  0.19
H  -2.601  -6.018  -0.933  0.26
H  -2.753  -7.784  -0.640  0.27

Force components x, y, z for each atom (eV/Å):
-0.369 -0.150 -0.323
-0.553 0.010 2.065
0.662 -0.274 -1.082
-0.032 0.577 -0.410
0.032 -1.249 0.062
0.062 1.133 -0.776
0.226 0.012 0.096
-0.183 0.243 1.251
0.244 -0.498 -1.047
-0.451 0.094 -0.059
-0.093 0.652 -0.150
-0.316 -0.163 -0.151
0.043 -0.565 0.307
-0.446 1.116 0.468
0.905 0.552 0.711
-0.492 -0.058 -0.247
-0.425 -0.216 -0.296
0.239 -0.065 -0.462
-0.317 -0.025 0.160
-0.982 -0.272 -0.147
1.467 -0.064 -0.215
-0.256 -0.151 -0.323
0.444 0.078 0.391
-0.861 -0.568 -0.036
1.041 0.030 0.399
-0.413 -0.301 -1.025
-0.737 0.068 -0.197
-0.074 -0.019 -0.080
-0.107 0.144 0.540
-0.314 -0.124 -0.073
-0.025 0.179 0.431
0.010 0.283 -0.099
0.052 0.382 -0.164
0.137 -0.090 -0.033
0.220 0.115 0.429
0.023 0.084 0.252
1.467 0.275 -0.611
-0.862 0.212 -0.414
-0.025 -0.652 0.439
-0.701 -0.306 -0.415
-0.201 0.329 -0.098
0.157 -1.145 -0.205
-0.077 -0.073 0.267
-0.997 -0.387 0.286
0.197 -0.033 0.360
0.221 -0.104 0.171
0.206 0.204 0.109
0.021 0.061 0.055
0.646 0.713 0.128
-0.342 0.091 0.090
-0.058 0.584 -0.126
0.342 0.226 0.020
-0.053 -0.194 0.123
0.335 -1.558 -1.077
-1.514 0.263 0.421
0.466 -0.262 -1.200
0.613 -0.467 0.071
0.545 0.054 -0.789
-0.030 0.117 0.584
-0.273 -0.105 0.031
0.429 0.412 0.054
0.636 0.133 0.081
-0.051 -0.087 0.004
0.257 0.931 0.506
-0.683 -0.048 0.495
-0.443 -0.255 0.323
0.208 0.080 0.065
-0.202 0.392 0.281
0.707 -0.452 -1.190
-0.088 0.338 1.449
0.541 0.685 -1.222
-0.584 -0.995 0.403
1.175 0.230 1.254
-1.539 0.386 -0.577
0.102 -0.150 -0.176
0.007 -0.096 0.438
-0.867 0.392 -0.127
0.179 -0.218 0.050
-0.330 -0.060 0.104
0.116 0.114 -0.385
-0.146 0.228 -0.027
0.020 -0.040 -0.028
0.624 -0.104 -0.186
0.161 -0.322 0.240
-0.301 0.190 0.109
0.145 -0.038 -0.587
-0.492 -0.163 1.525
0.304 0.292 -0.603
-0.413 0.295 0.071
0.180 0.353 0.668
0.055 0.150 -0.076
0.110 -0.129 -0.209
-0.023 -0.135 0.080
0.401 0.351 -0.114
0.283 -0.341 -0.535
0.201 0.216 0.020
-0.168 -0.459 0.153
-0.562 -0.033 -0.292
-0.086 0.086 0.116
0.197 0.012 -0.396
0.434 -0.993 1.065
-1.698 -0.034 -0.616
1.204 -0.696 0.700
0.141 1.095 1.229
0.028 0.451 -0.669
0.163 -0.688 -1.184
0.532 0.159 0.141
-0.068 0.066 -0.161
-0.155 1.064 -0.802
-0.150 -0.321 -0.579
0.244 0.032 -0.021
-0.074 -0.185 -0.483
-0.339 0.051 -0.009
-0.162 0.078 0.935
-0.171 -0.280 0.189
0.028 0.458 0.098
0.086 0.326 0.949
2.150 -0.917 -0.049
-0.686 -0.632 0.612
0.901 0.274 -0.479
-0.064 -0.349 0.355
-0.710 -0.579 0.499
-0.301 -0.044 -0.018
-0.094 -0.416 -0.020
0.088 0.134 -0.441
-0.388 -0.002 -0.854
0.583 0.433 -0.238
0.019 -0.052 0.186
-0.422 -0.009 0.111
0.220 0.577 0.052
0.353 -0.091 -0.469
-0.192 0.205 -0.170

charge = -1
energy above the lowest of the compared OMol25 structures with the same formula, charge and spin = 26.9 kcal per mole
electronic energy = -86705.9107 eV

---

Molecular formula: C5H6N2OS
Method: DFT, ωB97M-V with the def2-TZVPD basis set

Last column: natural (NBO) charge in e.
CARTESIAN COORDINATES (ANGSTROEM)
C  1.306  -1.106  0.010  0.10
C  1.193  0.374  -0.054  -0.06
C  -0.861  -0.355  0.177  0.12
C  2.467  -1.787  -0.008  -0.42
C  -2.198  -0.263  0.104  0.00
N  -0.014  -1.512  0.204  -0.60
N  -0.084  0.809  0.134  -0.35
O  -2.491  2.454  -0.017  -0.96
S  2.365  1.479  -0.300  0.13
H  2.469  -2.798  0.097  0.20
H  3.267  -1.115  -0.143  0.23
H  -2.910  0.549  0.042  0.24
H  -0.278  -2.388  -0.153  0.41
H  -2.597  3.265  -0.451  0.48
H  -1.635  2.394  0.356  0.50

Force components x, y, z for each atom (eV/Å):
0.173 0.363 0.293
-0.817 0.461 0.387
0.405 -0.071 -0.252
-2.436 2.981 -0.263
0.571 -0.579 0.036
-0.131 1.400 0.310
0.020 -1.696 -0.134
-1.684 -1.353 0.382
1.030 0.559 -0.173
0.534 -2.673 0.234
1.356 -0.033 -0.146
0.104 -0.250 0.096
-0.779 -0.966 -0.295
0.007 1.806 -0.836
1.646 0.051 0.363

energy above the lowest of the compared OMol25 structures with the same formula, charge and spin = 116.6 kcal per mole
electronic energy = -21140.0403 eV